The molecule C5H5NS at a distorted geometry, computed with ωB97M-V with the def2-TZVPD basis set.

Each line ends with the Löwdin charge.
Element x y z (Å)
C  -0.53  0.19  1.39  -0.092
C  0.10  0.22  0.15  -0.533
C  1.02  -0.81  -0.33  -0.487
C  -0.26  1.09  -0.79  -0.056
C  -1.32  2.19  -0.74  -0.174
H  0.32  0.01  2.22  0.143
H  -1.38  1.03  1.55  0.135
H  -1.11  -0.79  1.22  0.116
H  1.70  -0.41  -1.20  0.095
H  0.12  0.64  -1.87  0.163
N  -1.75  3.24  -0.50  0.143
S  1.16  -2.53  0.21  0.548

Output
Frontier orbital gap = 7.524 eV
SMILES string = C/C(C=S)=C\C#N
Charge = 0
HOMO energy = -0.3458 hartree
Multiplicity = 1

C24H23F6N8O9RuS5 as an isolated structure at a distorted geometry, computed with ωB97M-V with the def2-TZVPD basis set.

Each line ends with the Mulliken spin population.
Element x y z (Å)
Ru  1.30  0.39  0.54  0.907
N  3.89  -2.15  0.70  0.006
C  4.18  -0.85  0.73  -0.010
N  3.31  0.17  0.70  -0.029
C  4.00  1.38  0.66  0.003
C  5.34  1.31  0.67  0.000
S  5.83  -0.34  0.74  -0.001
C  3.20  2.59  0.61  0.023
C  3.63  3.86  0.70  -0.003
S  2.30  4.94  0.57  -0.001
C  1.22  3.61  0.40  -0.004
N  1.82  2.42  0.45  0.003
N  -0.07  3.82  0.11  0.008
H  2.90  -2.41  0.72  0.001
H  4.62  -2.83  0.83  0.000
H  6.05  2.11  0.64  0.000
H  4.64  4.21  0.86  0.000
H  -0.44  4.73  0.32  0.000
H  -0.69  3.05  0.32  -0.001
C  -5.14  -2.42  2.83  0.000
C  -3.89  -1.58  2.93  0.000
C  -2.89  -1.69  1.97  0.000
C  -1.74  -0.92  2.05  -0.007
C  -1.59  -0.02  3.10  0.010
C  -2.58  0.10  4.07  0.002
C  -3.72  -0.68  3.98  0.001
S  -0.21  1.08  3.16  -0.003
O  -0.46  2.15  2.21  -0.002
O  -0.03  1.46  4.54  -0.001
N  1.07  0.32  2.52  0.069
C  1.44  -0.92  3.19  0.003
C  1.23  -2.07  2.23  0.001
O  1.11  -3.23  2.56  0.002
O  1.33  -1.69  0.97  -0.013
H  -5.25  -2.84  1.83  0.000
H  -6.03  -1.82  3.04  0.000
H  -5.11  -3.24  3.55  0.000
H  -3.01  -2.37  1.14  0.000
H  -0.99  -1.01  1.28  0.002
H  -2.45  0.79  4.89  0.000
H  -4.50  -0.58  4.73  0.000
H  0.88  -1.05  4.12  0.003
H  2.50  -0.89  3.46  0.005
O  0.02  -1.56  -1.12  0.020
H  0.10  -2.31  -0.52  0.000
H  -0.93  -1.40  -1.27  -0.001
F  -4.36  2.45  -0.78  0.000
C  -3.45  1.87  -0.01  -0.001
F  -2.86  2.82  0.72  0.000
F  -4.05  1.02  0.81  0.000
S  -2.17  1.03  -1.08  0.004
O  -0.93  1.13  -0.33  0.004
O  -2.20  1.78  -2.31  0.000
N  -2.57  -0.47  -1.16  -0.001
S  -3.79  -1.03  -2.01  0.000
O  -4.01  -2.38  -1.60  0.000
O  -4.87  -0.10  -2.12  0.000
C  -3.07  -1.16  -3.75  0.000
F  -1.76  -0.88  -3.75  0.000
F  -3.24  -2.39  -4.21  0.000
F  -3.68  -0.31  -4.56  0.000
N  1.05  1.38  -3.58  0.005
C  1.04  1.58  -2.25  0.014
N  1.67  0.64  -1.59  -0.008
C  2.11  -0.26  -2.56  0.004
C  2.83  -1.45  -2.45  -0.003
C  3.14  -2.12  -3.61  0.001
C  2.73  -1.65  -4.87  0.000
C  2.02  -0.48  -5.00  0.001
C  1.73  0.20  -3.82  -0.007
H  0.53  1.93  -4.24  0.000
H  0.52  2.42  -1.82  -0.004
H  3.12  -1.84  -1.49  -0.001
H  3.68  -3.06  -3.55  0.000
H  2.98  -2.22  -5.75  0.000
H  1.70  -0.11  -5.96  0.000

Output
Frontier orbital gap (spin up / spin down) = 8.555 / 7.446 eV
Charge = 0
HOMO energy (spin up / spin down) = -0.3249 / -0.3236 hartree
Multiplicity = 2

A 2-piece molecular cluster, C3H4O3 overall at a distorted geometry, computed with ωB97M-V with the def2-TZVPD basis set.

Each line ends with the Löwdin charge.
Element x y z (Å)
C  2.68  0.01  -0.22  -0.154
C  1.50  0.21  -0.10  -0.141
C  -0.98  -0.02  0.07  -0.526
O  -1.24  -0.94  -0.86  0.147
O  -1.37  1.23  -0.21  0.135
O  -1.06  -0.40  1.36  0.136
H  3.73  -0.08  -0.28  -0.036
H  -1.34  -0.52  -1.72  0.147
H  -1.15  1.83  0.51  0.147
H  -0.78  -1.32  1.45  0.145

Output
Frontier orbital gap = 8.812 eV
Charge = 0
HOMO energy = -0.3183 hartree
Multiplicity = 1

C26H45ClNOPYb as an isolated structure at a distorted geometry, computed with ωB97M-V with the def2-TZVPD basis set.

Each line ends with the Mulliken spin population.
Element x y z (Å)
Yb  2.40  -3.79  0.55  -0.130
P  0.06  0.04  -0.46  -0.031
Cl  1.48  -4.16  -1.61  0.011
C  1.41  1.10  0.30  -0.072
H  1.67  0.32  1.05  0.077
H  2.32  1.10  -0.32  -0.009
C  -0.34  -1.64  0.26  0.013
C  0.77  -0.19  -2.12  0.005
C  -1.84  -1.99  0.05  -0.002
H  0.19  -2.32  -0.45  0.001
C  -2.17  -3.39  0.56  -0.003
H  -2.50  -1.27  0.54  -0.002
H  -2.07  -1.95  -1.03  0.001
C  -1.62  -3.67  1.96  -0.029
H  -3.26  -3.51  0.56  -0.001
H  -1.78  -4.11  -0.17  0.003
C  -0.10  -3.46  2.03  -0.029
H  -2.11  -2.97  2.66  0.005
H  -1.88  -4.69  2.27  -0.004
C  0.23  -2.01  1.66  0.089
H  0.24  -3.65  3.06  0.039
H  0.38  -4.23  1.39  -0.032
H  -0.22  -1.37  2.43  -0.021
H  1.33  -1.80  1.69  -0.011
C  -1.38  1.17  -0.58  -0.030
C  0.87  1.15  -2.87  -0.007
H  1.79  -0.54  -1.90  -0.009
C  1.74  1.00  -4.11  0.000
H  -0.13  1.48  -3.19  -0.001
H  1.28  1.94  -2.23  0.004
C  1.24  -0.11  -5.04  0.000
H  1.78  1.95  -4.66  0.000
H  2.77  0.78  -3.81  0.000
C  0.95  -1.43  -4.30  0.001
H  0.33  0.22  -5.54  0.000
H  1.99  -0.30  -5.83  0.000
C  0.13  -1.25  -3.01  -0.005
H  0.43  -2.13  -4.97  0.000
H  1.89  -1.91  -4.03  0.000
H  -0.90  -1.00  -3.27  0.001
H  0.11  -2.22  -2.50  -0.001
C  -2.14  1.35  0.73  -0.008
H  -0.95  2.15  -0.87  -0.008
C  -3.17  2.48  0.60  0.010
H  -2.68  0.43  0.99  -0.022
H  -1.47  1.62  1.56  0.077
C  -4.15  2.32  -0.58  0.001
H  -3.74  2.56  1.53  0.001
H  -2.64  3.43  0.48  0.001
C  -3.43  1.88  -1.87  -0.001
H  -4.91  1.57  -0.33  0.000
H  -4.68  3.27  -0.76  0.000
C  -2.37  0.78  -1.68  0.003
H  -4.16  1.54  -2.62  0.000
H  -2.95  2.76  -2.31  -0.001
H  -2.89  -0.15  -1.40  -0.001
H  -1.87  0.60  -2.65  -0.001
C  0.50  0.39  5.21  0.429
C  1.20  2.41  0.61  0.048
H  -0.57  0.16  5.42  0.024
C  1.95  3.03  1.78  -0.046
H  0.65  3.10  -0.08  0.015
C  2.77  2.20  2.82  0.078
H  2.72  3.67  1.28  0.003
H  1.29  3.77  2.28  -0.022
C  2.14  1.83  4.19  -0.123
H  3.18  1.29  2.37  -0.013
H  3.67  2.77  3.08  -0.008
C  1.18  0.67  4.06  0.633
H  3.01  1.63  4.87  0.023
H  1.56  2.67  4.60  0.021
H  1.37  -0.05  3.25  0.032
H  1.37  -0.11  5.65  0.024
O  4.93  -0.19  1.36  -0.002
C  4.25  -1.08  0.94  0.002
N  3.55  -1.95  0.49  0.007

Output
Frontier orbital gap (spin up / spin down) = 2.016 / 2.099 eV
Charge = -1
HOMO energy (spin up / spin down) = -0.0387 / -0.0323 hartree
Multiplicity = 2

A 3-piece molecular cluster, C5H13NO2 overall at a distorted geometry, computed with ωB97M-V with the def2-TZVPD basis set.

Each line ends with the Löwdin charge.
Element x y z (Å)
N  0.59  -1.22  1.60  0.099
C  -0.56  -0.64  0.98  -0.311
C  -0.57  0.71  0.58  -0.114
C  0.54  1.61  0.64  -0.219
C  1.75  1.29  0.29  -0.009
C  -1.95  -1.27  1.00  -0.016
H  0.49  -1.98  2.21  0.068
H  1.25  -0.61  2.01  0.065
H  -1.43  1.17  0.13  0.104
H  0.32  2.64  0.73  0.091
H  2.65  1.90  0.10  0.078
H  1.92  0.24  0.16  0.039
H  -2.57  -0.49  0.77  0.046
H  -2.02  -1.84  1.88  0.069
H  -2.09  -2.00  0.30  0.049
H  0.41  -1.40  -1.12  0.039
H  1.34  -0.70  -2.27  0.032
O  0.48  -0.98  -2.01  -0.062
H  -0.05  0.95  -3.41  0.053
H  -0.49  1.10  -1.96  -0.038
O  -0.01  1.53  -2.62  -0.063

Output
Frontier orbital gap = 8.591 eV
SMILES string = C=C/C=C(/C)N.O.O
Charge = 0
HOMO energy = -0.2880 hartree
Multiplicity = 1

ΔE to the lowest compared entry with this formula, charge and spin: 3.493 1.563 5.178 8.195 3.140 (eV)